Entry 1:
# C14H22OS

A single C14H22OS molecule in a non-equilibrium geometry (wB97M-V/def2-TZVPD, the OMol25 dataset).

Last column: Mulliken charge in e.
Atoms and positions in Å:
C: 4.13267 -1.29856 -0.95534  -1.060
S: 2.55450 -2.08317 -0.73348  -0.098
C: 2.08742 -1.72260 1.01193  0.550
C: 1.89651 -3.03361 1.74672  -1.447
C: 0.72568 -0.98314 0.84505  -1.148
C: 0.65092 0.40038 0.27769  -0.225
O: 1.67951 1.05613 0.20254  -0.631
C: -0.56842 0.86191 -0.32509  -0.064
C: -0.90638 0.46834 -1.51665  1.491
C: -0.04021 -0.37920 -2.48299  -1.242
C: -2.11223 0.86950 -2.29247  -0.725
C: -2.97869 1.61401 -1.59731  -0.833
C: -2.60011 2.32241 -0.30684  -0.753
C: -1.57770 1.47826 0.50590  2.063
C: -1.05456 2.38205 1.64734  -2.027
C: -2.38962 0.44660 1.19215  -1.950
H: 4.26414 -0.30338 -0.51962  0.311
H: 4.91437 -1.96766 -0.58724  0.320
H: 4.34362 -1.04112 -1.90525  0.484
H: 3.02005 -1.13018 1.40029  0.409
H: 1.06163 -3.70458 1.46592  0.323
H: 1.70972 -2.91883 2.84453  0.395
H: 2.83785 -3.66147 1.79448  0.354
H: 0.02618 -1.72802 0.43838  0.496
H: 0.47114 -0.94872 1.93953  0.382
H: -0.62550 -0.89749 -3.26890  0.424
H: 0.67302 0.26589 -2.97381  0.305
H: 0.50918 -1.28201 -1.95914  -0.006
H: -2.36953 0.49388 -3.33762  0.243
H: -3.88835 1.93819 -2.12709  0.355
H: -2.23849 3.29074 -0.63902  0.368
H: -3.56175 2.49083 0.28699  0.371
H: -0.29453 3.07054 1.26564  0.463
H: -1.78070 3.13411 2.07817  0.373
H: -0.71400 1.96057 2.52928  0.469
H: -1.84497 -0.26495 1.80727  0.325
H: -3.11759 0.96821 1.78078  0.532
H: -2.89477 -0.16387 0.46729  0.401

Force components x, y, z for each atom (eV/Å):
0.6075 -0.2368 3.3477
0.0489 -0.3533 -0.3424
1.3573 0.8814 -1.4815
0.8598 -1.3827 2.1667
0.4024 -1.2820 3.1433
3.1830 -0.6821 -0.4524
-0.5739 -0.0233 0.3808
-0.6088 -0.0260 0.2178
0.5531 -1.7296 -5.5174
0.5954 -2.2653 1.6724
-1.1377 -0.0491 1.3097
-0.4624 0.9732 -1.3677
-1.2763 -1.0872 -0.2918
-1.7302 3.0586 2.2246
-0.5532 3.0355 -1.4607
-0.5917 -1.4950 0.2534
-0.5270 -0.2270 0.7634
0.1011 0.2627 -0.0444
0.2746 0.0725 -3.7622
-2.2320 -0.7779 -0.3371
0.4299 0.5971 -0.6152
-0.0311 0.5702 -0.6367
-0.9514 0.7311 -0.6216
0.0134 0.5413 -0.2220
-0.6489 0.5206 -0.6905
-0.0307 0.6399 0.4814
0.4688 0.0217 -0.1102
-0.7743 2.1834 -0.9460
0.7028 0.4174 1.7328
0.2242 -0.0599 0.5021
0.3181 0.3400 0.2776
1.4403 -0.1281 -0.4879
0.3241 -0.2746 0.0197
-0.0953 -0.9868 -0.8945
1.0748 -1.6374 1.4033
0.3178 0.2181 0.2535
-0.5376 -0.0214 0.5925
-0.5347 -0.3393 -0.4604

The value obtained for the HOMO energy is -8.20 eV. The electronic energy is -27754.7908 eV. Its relative energy (zero: lowest compared OMol25 entry of this formula, charge and spin) is 2.0001 eV. The maximum force comes out at 0.113 hartree/bohr. For the HOMO-LUMO gap, the calculation gives 9.0 eV.



Entry 2:
# C14H23B2NO19S

A molecular structure, C14H23B2NO19S in a non-equilibrium geometry (wB97M-V/def2-TZVPD, the OMol25 dataset).

Last column: Mulliken charge in e.
Atoms and positions in Å:
N: -1.99550 2.15817 1.13823  -0.364
B: -2.70590 1.47969 0.09000  0.593
O: -3.97218 0.99133 0.31107  -0.598
C: -2.07093 1.22973 -1.36315  -0.241
O: -1.27054 0.00730 -1.44227  -0.099
S: -0.88007 -0.04084 -2.99907  1.245
O: -0.58179 -1.33996 -3.50689  -0.557
O: 0.07380 0.98883 -3.26656  -0.606
O: -2.34990 0.33017 -3.53539  -0.406
C: -3.10141 1.00154 -2.45487  -0.003
B: -3.83356 2.26088 -3.11449  0.552
O: -4.85610 2.01542 -4.00783  -0.551
O: -3.52234 3.56271 -2.80641  -0.517
H: -2.44704 3.00708 1.46640  0.168
H: -1.08685 2.44005 0.78674  0.111
H: -4.08891 0.93661 1.26867  0.316
H: -1.37775 2.05182 -1.57138  0.171
H: -3.81723 0.26234 -2.09487  0.153
H: -4.52188 1.57472 -4.79736  0.318
H: -2.56666 3.64753 -2.70138  0.314
C: 0.59261 5.31093 1.94671  -0.285
C: 0.07750 6.62813 2.48888  -0.365
O: -1.31051 6.34728 2.69326  -0.327
C: -1.46062 5.01383 2.84199  0.643
O: -2.46595 4.47946 3.18532  -0.546
O: -0.30696 4.36389 2.53857  -0.246
H: 1.61513 5.09210 2.24231  0.298
H: 0.50862 5.24437 0.86025  0.257
H: 0.52744 6.88967 3.44771  0.271
H: 0.19521 7.45788 1.79766  0.305
C: 1.23273 -4.46351 -2.74657  -0.221
C: 2.09377 -3.52316 -1.94679  0.000
O: 3.02478 -4.42005 -1.31937  -0.370
C: 3.08622 -5.55117 -2.06811  0.674
O: 3.87634 -6.42289 -1.90474  -0.550
O: 2.12183 -5.55288 -3.02079  -0.374
H: 0.86650 -4.02149 -3.66860  0.292
H: 0.38416 -4.84394 -2.17267  0.219
H: 2.64582 -2.82714 -2.57434  0.379
H: 1.53434 -2.96240 -1.20275  -0.053
C: 0.96597 -4.65563 2.69941  -0.435
C: 1.13971 -4.15260 1.28241  0.028
O: -0.01252 -3.31335 1.11570  -0.243
C: -0.42072 -2.90480 2.33871  0.629
O: -1.22932 -2.05633 2.53399  -0.546
O: 0.23457 -3.58375 3.31036  -0.359
H: 1.90634 -4.81300 3.22019  0.319
H: 0.36803 -5.56676 2.75223  0.277
H: 2.03367 -3.54071 1.15845  0.149
H: 1.14539 -4.94457 0.53922  0.200
C: 2.73494 -0.50533 2.12989  -0.299
C: 2.03991 0.65555 1.44878  -0.062
O: 2.64207 0.65178 0.14833  -0.304
C: 3.10836 -0.59398 -0.10180  0.633
O: 3.48096 -0.98621 -1.15800  -0.534
O: 3.05400 -1.35429 1.02213  -0.350
H: 2.10180 -1.03275 2.83950  0.295
H: 3.66231 -0.20833 2.62244  0.245
H: 0.96569 0.49128 1.34108  0.084
H: 2.21261 1.60976 1.93982  0.273

Force components x, y, z for each atom (eV/Å):
0.2060 0.3479 -1.5513
-0.3984 -0.5404 0.6094
0.6080 0.0449 0.0051
-0.2381 0.1443 0.4044
0.3744 -0.1770 -0.5028
0.0888 -0.5277 -0.9571
-0.2220 0.1039 0.9381
-0.5501 0.1652 0.1730
0.6251 0.2217 0.3158
0.4246 0.1899 -0.1977
-0.5872 0.1122 -0.2097
0.4931 0.4093 0.0886
0.2615 -0.4561 -0.3708
-0.1429 -0.3885 0.7091
0.1439 0.0326 0.3997
-0.3941 0.1086 -0.0700
-0.0882 0.0344 -0.2731
-0.1043 0.0543 -0.0205
-0.3159 -0.3167 0.0885
-0.1237 0.1858 0.4931
0.1432 0.0070 -0.0614
0.1247 0.0979 0.0047
0.0437 -0.0542 0.0089
-0.0836 0.0418 0.1284
0.0814 0.0242 -0.1402
-0.0118 0.1564 -0.0501
-0.0513 -0.1023 0.0772
-0.0222 0.0191 0.0066
-0.0054 -0.0301 0.0054
-0.1456 -0.0035 -0.0177
-0.3947 -0.0138 -0.1108
0.0505 0.2237 -0.1071
-0.1521 -0.1237 -0.1157
0.0482 0.0100 -0.0193
0.0031 -0.0257 0.0279
0.1260 0.1012 0.1751
0.0791 -0.1064 -0.0775
0.0057 -0.0042 -0.0008
0.0209 0.0130 0.0324
0.0918 -0.0600 0.1022
0.0545 -0.1123 -0.0162
0.2082 -0.1006 -0.0340
-0.0122 -0.0057 0.0253
0.0302 0.0221 -0.0504
0.0033 0.0554 0.0152
0.0012 0.0001 -0.0142
-0.0280 0.1156 0.0763
-0.0362 0.0307 -0.0054
0.0028 -0.0521 0.0168
-0.1371 0.0456 -0.0407
-0.0198 0.0320 0.1423
-0.1543 0.0540 0.0786
0.0677 -0.0415 0.0629
-0.1993 -0.0506 -0.1182
0.0993 0.1390 0.1089
0.0371 0.0473 0.0185
-0.0196 -0.0974 -0.0839
0.0046 0.0085 -0.0225
0.0088 -0.0409 0.0058
0.0774 0.0321 -0.1049

The value obtained for the HOMO energy is -10.78 eV. The electronic energy is -67475.9798 eV. The maximum force comes out at 0.031 hartree/bohr. For the HOMO-LUMO gap, the calculation gives 10.6 eV.